Density functional theory data (ωB97M-V/def2-TZVPD) for a molecular structure, C51H47AsCsN4PS6 in a non-equilibrium geometry.

The geometry in XYZ format:
```
111
Properties=species:S:1:pos:R:3:forces:R:3:mulliken_charge:R:1
Cs 1.589011 -0.845595 4.451510 0.58 -0.26 0.23 1.372
S 3.790354 -3.223802 2.367038 -0.62 -0.60 0.28 -0.490
C 5.498734 -3.115824 2.630326 0.06 0.16 -0.09 -0.446
C 6.317956 -4.231971 2.809438 0.06 0.25 -0.02 -0.597
C 7.692691 -4.085640 2.923989 0.06 -0.10 0.03 -0.402
C 8.269307 -2.825637 2.873342 0.11 -0.02 0.02 -0.799
C 7.470743 -1.694090 2.724206 0.10 0.00 0.02 -0.481
C 6.096854 -1.830081 2.601158 -0.18 -0.09 0.01 0.741
S 4.898627 -0.554555 2.380594 0.24 0.49 0.14 0.367
C 5.965257 0.920326 2.239632 -0.07 -0.41 0.17 -0.849
C 5.147901 2.112539 1.823218 0.07 0.09 -0.16 0.297
C 5.741906 3.144008 1.100672 -0.05 0.11 0.08 -0.679
C 4.983163 4.263094 0.798251 0.00 -0.06 0.02 -0.629
C 3.653073 4.295469 1.176679 0.06 -0.06 0.02 -0.704
C 3.120620 3.195958 1.848111 0.07 0.15 -0.17 -0.052
C 1.666517 3.157766 2.190182 -0.29 0.14 -0.11 -0.269
S 0.645524 3.133668 0.655838 0.03 -0.07 0.13 -0.203
C -0.850650 2.514515 1.394856 0.17 0.21 0.10 0.726
C -1.958571 3.351414 1.449101 -0.04 -0.07 0.01 -0.513
C -3.108712 2.951637 2.110596 -0.05 0.05 0.02 -0.786
C -3.117893 1.722572 2.766412 -0.16 0.06 -0.08 -0.617
C -2.027017 0.878476 2.699582 -0.05 -0.04 -0.12 -1.221
C -0.875214 1.221487 1.968870 0.03 0.16 0.09 0.106
S 0.405637 0.101829 1.723680 0.25 -0.21 -0.04 -0.219
N 3.867285 2.144587 2.181627 -0.07 -0.11 0.07 0.006
H 5.848213 -5.206613 2.837599 0.02 -0.03 -0.01 0.367
H 8.315947 -4.964477 3.047929 0.03 0.01 0.00 0.333
H 9.345714 -2.718755 2.943979 -0.01 0.03 0.03 0.325
H 7.947857 -0.722211 2.705432 -0.07 0.03 -0.03 0.305
H 6.741683 0.719005 1.500308 0.03 0.12 0.01 0.460
H 6.426931 1.115780 3.212302 0.11 0.06 -0.06 0.477
H 6.776745 3.074339 0.792984 0.01 -0.06 0.00 0.406
H 5.422045 5.097819 0.264745 0.01 -0.02 -0.04 0.404
H 3.017771 5.140605 0.947080 -0.02 0.01 -0.03 0.478
H 1.365707 4.038302 2.759355 0.06 -0.04 0.09 0.425
H 1.432618 2.247956 2.737504 0.07 0.00 0.02 0.276
H -1.907656 4.315766 0.957979 0.02 0.04 0.07 0.437
H -3.971514 3.606126 2.144192 -0.02 -0.01 0.02 0.408
H -3.999317 1.417237 3.319330 0.03 -0.01 0.05 0.423
H -2.051422 -0.083136 3.197693 0.03 0.02 -0.01 0.447
S -0.727443 0.130294 6.621039 -0.50 -0.53 0.28 -0.573
C -0.035874 1.688080 6.541734 0.07 0.10 0.09 0.099
C -0.735380 2.808847 7.060921 0.12 0.19 -0.12 -0.622
C -0.159789 4.053523 7.023368 0.07 -0.07 -0.07 -0.151
C 1.106261 4.201530 6.447545 0.04 0.11 0.03 -0.578
C 1.715613 3.066873 5.949163 0.10 0.08 0.01 -0.374
N 1.192755 1.844032 5.999588 -0.07 0.17 -0.04 -0.274
H -1.725433 2.654193 7.464901 0.01 -0.04 0.04 0.349
H -0.679425 4.915582 7.427987 -0.04 0.00 -0.01 0.348
H 1.593846 5.165808 6.387630 0.02 -0.01 -0.03 0.376
H 2.695076 3.131217 5.478946 -0.01 0.04 0.00 0.380
N 3.102388 -0.981287 -0.284304 -0.11 -0.28 0.09 0.287
C 4.308574 -1.180059 -0.832928 -0.20 -0.24 -0.23 0.251
N 4.876348 -2.381073 -0.584318 -0.13 0.01 0.26 -0.233
S 5.057032 -0.090649 -1.866723 0.12 0.48 -0.19 -0.507
H 2.837376 -1.569318 0.501798 0.06 0.07 -0.07 0.074
H 2.651391 -0.081939 -0.325396 0.15 0.11 -0.07 -0.271
H 4.563383 -2.868204 0.259192 -0.03 -0.09 -0.05 0.045
H 5.847556 -2.460587 -0.826421 0.00 0.09 -0.05 0.241
C -2.636061 0.989281 -1.815049 0.12 -0.22 0.27 -1.244
C -3.267626 0.255028 -3.002279 0.03 0.29 0.20 -1.275
As -4.183145 -1.469073 -2.637575 -0.01 0.07 -0.26 0.768
C -4.181138 -2.043780 -4.523738 0.04 -0.07 0.02 -0.205
C -3.565155 -3.254226 -4.830692 -0.01 0.04 0.20 -0.301
C -3.445579 -3.683212 -6.145132 0.00 -0.03 -0.11 -0.601
C -3.944965 -2.900738 -7.175007 0.03 -0.02 0.00 -0.378
C -4.569220 -1.695464 -6.882574 -0.03 0.02 -0.03 -0.639
C -4.686806 -1.274235 -5.567522 -0.06 0.11 0.05 -0.197
C -6.013149 -0.741739 -2.632694 -0.07 0.00 0.04 -0.013
C -6.298434 0.488202 -2.044359 0.17 0.01 0.00 -0.130
C -7.584311 1.008381 -2.058889 -0.07 0.00 0.02 -0.729
C -8.617216 0.292918 -2.645601 -0.01 0.03 0.02 -0.384
C -8.357657 -0.956032 -3.192584 -0.07 0.00 0.01 -0.609
C -7.069690 -1.468075 -3.178789 0.11 -0.10 -0.02 -0.417
P -1.030503 0.440443 -0.962040 -0.52 -0.10 -0.91 0.778
C -1.489650 -1.253844 -0.437055 0.00 0.07 0.10 1.450
C -0.616676 -2.325696 -0.627609 -0.18 0.03 0.00 -1.074
C -0.948454 -3.591575 -0.175406 0.06 -0.02 -0.07 -0.773
C -2.147418 -3.803803 0.492722 0.03 -0.04 0.03 -0.800
C -2.978992 -2.728597 0.761432 -0.03 -0.05 0.08 -0.668
C -2.647371 -1.460147 0.310884 0.09 0.00 0.03 -1.078
C -0.091774 0.084385 -2.508010 -0.04 -0.03 0.16 0.383
C -0.381936 -0.941387 -3.410754 0.19 0.05 -0.04 -0.458
C 0.301090 -1.030594 -4.611862 -0.12 -0.16 0.00 -0.679
C 1.294119 -0.111581 -4.920157 0.10 0.02 -0.07 -0.667
C 1.616532 0.887325 -4.017668 -0.04 -0.02 -0.05 -0.426
C 0.923242 0.983942 -2.819067 -0.01 0.01 0.01 -0.605
H -3.345178 1.101369 -0.986776 -0.01 0.11 -0.04 0.236
H -2.384071 2.005385 -2.139531 -0.08 0.01 0.05 0.513
H -2.505701 0.059950 -3.754857 -0.07 -0.08 -0.05 0.821
H -4.014733 0.911225 -3.462305 0.01 -0.10 -0.06 0.882
H -3.170632 -3.859836 -4.021008 0.02 -0.02 -0.04 0.405
H -2.959704 -4.625148 -6.367608 0.02 0.00 0.02 0.394
H -3.842422 -3.222978 -8.203844 -0.01 -0.02 0.00 0.368
H -4.960209 -1.080584 -7.684433 0.00 0.01 0.01 0.375
H -5.180366 -0.334041 -5.347130 0.01 0.01 -0.02 0.325
H -5.504249 1.052766 -1.570440 0.00 0.06 -0.04 0.288
H -7.777123 1.976012 -1.612179 0.00 0.00 0.01 0.403
H -9.618936 0.703865 -2.670711 -0.01 -0.02 0.01 0.348
H -9.164968 -1.529591 -3.632284 0.02 -0.02 -0.02 0.371
H -6.874372 -2.443864 -3.611190 -0.03 0.03 -0.05 0.389
H 0.332332 -2.158020 -1.120053 0.04 -0.05 -0.02 0.570
H -0.255342 -4.408756 -0.333730 -0.02 -0.03 0.01 0.482
H -2.413024 -4.799984 0.825077 0.00 0.01 0.05 0.402
H -3.886409 -2.882636 1.333405 -0.02 0.04 -0.01 0.463
H -3.278183 -0.618806 0.579217 -0.04 -0.02 -0.10 0.387
H -1.130701 -1.686348 -3.167659 -0.01 0.02 0.00 0.597
H 0.051069 -1.827684 -5.303221 0.05 0.01 -0.03 0.445
H 1.834151 -0.192926 -5.855304 0.02 0.00 -0.01 0.344
H 2.414896 1.580434 -4.236739 0.09 0.04 0.01 0.427
H 1.173140 1.757332 -2.100669 0.02 0.01 0.01 0.237
```
Positions in Å, forces in eV/Å.

As for the charge: -2. The value obtained for the frontier orbital gap is 5.7 eV. For the molar mass, the calculation gives 1147.2 Da. As for the lowest unoccupied orbital energy: 3.53 eV. The calculation puts the total energy at -195301.8916 eV.